{
  "formula": "C15H39O6V",
  "method": "ωB97M-V/def2-TZVPD",
  "spin_multiplicity": 5,
  "e_lumo_ev": [4.42, 4.41],
  "e_homo_ev": [1.94, -1.63],
  "orbital_gap_ha": [0.0912, 0.2222],
  "charge": -2,
  "symbols": ["V", "C", "C", "C", "O", "H", "H", "H", "H", "H", "H", "H", "C", "C", "C", "O", "H", "H", "H", "H", "H", "H", "H", "C", "C", "C", "O", "H", "H", "H", "H", "H", "H", "H", "C", "C", "O", "H", "H", "H", "H", "H", "H", "C", "C", "O", "H", "H", "H", "H", "H", "H", "C", "C", "O", "H", "H", "H", "H", "H", "H"],
  "positions_angstrom": [[20.825, -5.050, -3.292], [16.336, -4.690, -3.629], [17.521, -5.567, -3.091], [17.041, -6.949, -2.676], [18.701, -5.589, -3.833], [15.440, -4.931, -3.057], [16.134, -4.847, -4.689], [16.601, -3.679, -3.319], [17.680, -5.116, -2.112], [16.460, -6.925, -1.755], [17.869, -7.601, -2.398], [16.519, -7.478, -3.474], [22.798, -5.875, -7.221], [22.386, -4.675, -6.304], [22.058, -3.419, -7.090], [21.286, -4.982, -5.477], [22.058, -6.022, -8.008], [22.961, -6.806, -6.678], [23.729, -5.501, -7.647], [23.179, -4.496, -5.577], [21.149, -3.575, -7.671], [22.786, -3.128, -7.847], [21.975, -2.563, -6.419], [22.325, -8.899, -1.234], [22.328, -7.856, -2.445], [21.386, -8.365, -3.522], [22.159, -6.503, -2.027], [22.787, -9.854, -1.487], [21.332, -8.872, -0.786], [23.034, -8.421, -0.558], [23.381, -7.900, -2.724], [21.588, -7.834, -4.452], [20.357, -8.243, -3.185], [21.572, -9.431, -3.656], [25.859, -3.352, -2.941], [25.400, -4.777, -3.036], [24.702, -5.129, -1.911], [26.147, -2.949, -3.912], [26.673, -3.226, -2.228], [25.134, -2.723, -2.424], [26.166, -5.535, -3.204], [24.652, -4.844, -3.826], [24.234, -5.936, -2.137], [19.594, -5.140, 0.969], [20.630, -6.353, 1.152], [21.884, -5.847, 0.682], [19.610, -4.624, 0.009], [19.703, -4.301, 1.656], [18.553, -5.444, 1.074], [20.267, -7.204, 0.576], [20.570, -6.686, 2.188], [21.996, -6.245, -0.184], [26.234, -8.819, -3.855], [25.310, -8.542, -5.098], [25.911, -9.337, -6.115], [27.301, -8.868, -4.074], [26.007, -9.801, -3.440], [26.059, -8.221, -2.961], [25.171, -7.472, -5.251], [24.321, -8.995, -5.027], [26.366, -8.806, -6.772]]
}

=====

{
  "formula": "C15H39O7P",
  "method": "ωB97M-V/def2-TZVPD",
  "spin_multiplicity": 1,
  "e_lumo_ev": 0.76,
  "e_homo_ev": -8.37,
  "orbital_gap_ha": 0.3357,
  "symbols": ["C", "O", "C", "C", "O", "C", "C", "O", "C", "H", "H", "H", "H", "H", "H", "H", "H", "H", "H", "H", "H", "H", "H", "C", "O", "C", "C", "O", "C", "C", "O", "C", "H", "H", "H", "H", "H", "H", "H", "H", "H", "H", "H", "H", "H", "H", "O", "C", "C", "C", "P", "H", "H", "H", "H", "H", "H", "H", "H", "H", "H", "H"],
  "positions_angstrom": [[-4.630, -1.677, 0.858], [-3.891, -1.198, -0.245], [-4.131, 0.154, -0.579], [-2.847, 0.932, -0.757], [-2.125, 1.146, 0.442], [-1.360, 0.079, 0.970], [-0.058, -0.183, 0.250], [-0.262, -0.751, -1.028], [0.598, -0.266, -2.036], [-5.643, -1.970, 0.557], [-4.113, -2.547, 1.258], [-4.693, -0.930, 1.653], [-4.737, 0.642, 0.192], [-4.688, 0.198, -1.525], [-3.131, 1.934, -1.091], [-2.222, 0.486, -1.533], [-1.947, -0.837, 1.060], [-1.095, 0.408, 1.979], [0.529, -0.879, 0.866], [0.505, 0.754, 0.171], [0.742, 0.816, -1.956], [0.136, -0.483, -2.999], [1.576, -0.758, -1.997], [4.207, -0.153, -0.565], [4.441, 0.616, -1.723], [5.228, 1.775, -1.527], [6.274, 1.943, -2.605], [7.313, 0.985, -2.572], [7.060, -0.306, -3.090], [7.037, -0.392, -4.598], [5.888, 0.224, -5.149], [6.115, 0.952, -6.334], [3.387, 0.265, 0.030], [3.928, -1.156, -0.886], [5.103, -0.225, 0.059], [5.720, 1.748, -0.549], [4.576, 2.659, -1.553], [6.770, 2.898, -2.410], [5.811, 2.005, -3.592], [6.154, -0.743, -2.663], [7.910, -0.906, -2.757], [7.040, -1.456, -4.872], [7.950, 0.061, -4.999], [7.034, 1.543, -6.273], [5.275, 1.633, -6.467], [6.174, 0.291, -7.206], [-3.761, -2.266, 4.143], [-3.526, -1.029, 4.790], [-4.747, -0.102, 4.956], [-6.010, -0.427, 4.168], [-7.541, -0.177, 5.290], [-4.509, -2.704, 4.564], [-2.754, -0.541, 4.204], [-3.097, -1.212, 5.778], [-4.991, -0.041, 6.021], [-4.435, 0.902, 4.679], [-6.141, 0.224, 3.306], [-6.059, -1.459, 3.824], [-7.129, -1.296, 6.081], [-8.418, -0.306, 4.173], [-7.089, 1.121, 5.661], [-8.701, -0.019, 6.157]]
}

=====

{
  "formula": "C15H40BrO8PSb",
  "method": "ωB97M-V/def2-TZVPD",
  "spin_multiplicity": 1,
  "e_lumo_ev": 2.30,
  "e_homo_ev": -3.34,
  "orbital_gap_ha": 0.2073,
  "charge": -1,
  "symbols": ["O", "P", "O", "Sb", "C", "C", "C", "Br", "H", "H", "H", "H", "H", "H", "H", "H", "H", "H", "H", "H", "C", "O", "C", "C", "O", "C", "C", "O", "C", "H", "H", "H", "H", "H", "H", "H", "H", "H", "H", "H", "H", "H", "H", "C", "O", "C", "C", "O", "C", "C", "O", "C", "H", "H", "H", "H", "H", "H", "H", "H", "H", "H", "H", "H", "H", "H"],
  "positions_angstrom": [[-1.092, -0.041, 2.724], [-0.499, 1.483, 3.047], [-0.627, 2.107, 1.484], [-2.595, 2.701, 4.089], [-3.565, 3.105, 2.118], [-3.797, 1.873, 1.232], [-4.902, 0.950, 1.772], [-6.239, 0.466, 0.408], [-1.990, -0.035, 2.373], [0.144, 1.807, 0.993], [-3.446, 1.111, 4.139], [-1.751, 2.311, 5.592], [-1.644, 4.207, 3.926], [-3.896, 3.515, 4.965], [-2.950, 3.841, 1.584], [-4.534, 3.583, 2.337], [-4.070, 2.187, 0.215], [-2.867, 1.306, 1.119], [-4.551, -0.013, 2.137], [-5.480, 1.424, 2.564], [2.755, 0.682, -5.539], [1.670, 1.195, -4.806], [0.923, 0.233, -4.085], [0.641, 0.656, -2.660], [1.778, 0.682, -1.814], [2.732, 1.728, -1.940], [2.293, 3.084, -1.425], [1.325, 3.701, -2.259], [0.204, 4.234, -1.583], [2.434, 0.233, -6.487], [3.426, 1.512, -5.758], [3.305, -0.073, -4.968], [1.449, -0.729, -4.076], [-0.046, 0.081, -4.578], [0.004, -0.126, -2.236], [0.083, 1.591, -2.631], [3.116, 1.803, -2.960], [3.556, 1.414, -1.293], [3.184, 3.723, -1.375], [1.914, 2.969, -0.404], [-0.143, 3.573, -0.783], [-0.605, 4.346, -2.305], [0.417, 5.214, -1.142], [1.901, -4.643, -1.974], [2.185, -3.881, -0.831], [1.781, -2.522, -0.902], [1.013, -2.077, 0.320], [-0.254, -2.693, 0.450], [-0.317, -4.014, 0.954], [-0.036, -4.149, 2.438], [1.333, -3.971, 2.740], [1.598, -3.166, 3.876], [2.633, -4.474, -2.775], [1.939, -5.695, -1.689], [0.902, -4.424, -2.367], [1.158, -2.362, -1.791], [2.665, -1.882, -0.999], [0.801, -1.015, 0.171], [1.611, -2.179, 1.225], [0.314, -4.704, 0.386], [-1.361, -4.309, 0.810], [-0.339, -5.165, 2.736], [-0.654, -3.435, 2.990], [0.942, -2.295, 3.915], [2.631, -2.825, 3.798], [1.489, -3.736, 4.807]]
}

=====

no.,molecular weight (u)
1,366.4
2,362.4
3,581.1